# 1
This record from OMol25 describes a molecular structure, C8H25CdN2O5 at a distorted geometry. The level of theory is the ωB97M-V functional and the def2-TZVPD basis.

Structure (XYZ):
```
41
Properties=species:S:1:pos:R:3:mulliken_charge:R:1
Cd 1.203 -0.589 0.731 1.1746
O 1.695 -1.988 -0.653 -0.8454
H 1.336 -2.457 -1.432 0.0432
O 3.317 -0.574 0.775 -0.8429
H 3.683 0.332 0.754 0.0664
O 1.284 -1.499 2.472 -0.7233
H 0.762 -2.189 2.926 0.0186
C 1.507 3.847 1.226 -1.6656
C 1.136 2.505 0.683 0.4706
C 1.392 2.173 -0.843 -1.0450
O 0.918 0.860 -1.017 0.0620
C 1.085 0.503 -2.388 -0.8785
N 1.635 1.470 1.536 -0.4605
H 1.068 3.987 2.214 0.4336
H 1.099 4.679 0.651 0.4110
H 2.584 3.934 1.376 0.3742
H 0.057 2.489 0.834 0.0855
H 2.426 2.216 -1.186 0.4884
H 0.859 2.925 -1.426 0.3846
H 0.870 1.297 -3.103 0.2975
H 0.571 -0.427 -2.633 0.1102
H 2.166 0.386 -2.472 0.3177
H 2.625 1.635 1.654 0.2259
H 1.272 1.978 2.330 0.3392
C -1.955 -1.920 2.107 -1.4416
C -1.428 -1.745 0.665 0.3961
C -2.534 -1.826 -0.432 -1.1258
O -1.947 -1.434 -1.717 -0.1774
C -2.755 -1.801 -2.807 -0.8725
N -0.899 -0.403 0.577 -0.4679
H -2.780 -1.231 2.283 0.3886
H -1.244 -2.083 2.917 0.2185
H -2.586 -2.809 2.083 0.4229
H -0.661 -2.506 0.518 0.3552
H -3.301 -1.149 -0.057 0.3472
H -2.904 -2.851 -0.439 0.4552
H -3.047 -2.851 -2.764 0.3193
H -2.134 -1.625 -3.684 0.1979
H -3.662 -1.216 -2.653 0.3612
H -1.013 -0.214 -0.408 0.4249
H -1.699 0.171 0.804 0.3562
```

Calculated values
charge = -1
frontier orbital gap = 5.313 eV
electronic energy = -26478.2888 eV
HOMO level = -2.54 eV

=====

# 2
This record from OMol25 describes a molecular structure, C8H25ClILuN2OP2 at a distorted geometry. The level of theory is the ωB97M-V functional and the def2-TZVPD basis.

Structure (XYZ):
```
41
Properties=species:S:1:pos:R:3:mulliken_charge:R:1
C -1.120 1.389 0.819 -1.1966
I 1.658 1.830 1.382 -0.1010
H -1.921 1.728 0.212 0.5656
H -1.145 1.889 1.783 0.5648
H -1.441 0.340 0.873 -0.0828
Lu 0.039 -0.922 -2.468 1.1392
P 0.229 2.527 -0.906 0.4333
C -0.198 3.643 0.575 -1.0857
C 1.765 3.511 -1.361 -1.1583
H 1.552 4.561 -1.490 0.3855
H -0.579 4.560 -2.115 0.3659
H 2.081 3.226 -2.359 0.3867
H -0.866 3.078 -2.971 0.3813
H 0.422 3.347 1.498 0.2106
H 2.583 3.433 -0.627 0.4120
C -0.936 3.534 -1.977 -1.1836
H 0.025 4.700 0.437 0.4403
H -1.900 3.575 -1.464 0.4010
H -1.247 3.507 0.883 0.5652
P 0.230 -3.111 -0.909 0.8429
C -0.224 -3.774 0.712 -1.0570
C -0.930 -3.973 -2.047 -1.2565
H 2.288 -3.347 -2.201 0.4340
H 1.766 -4.830 -1.378 0.3799
H 2.508 -3.575 -0.347 0.3454
C 1.897 -3.755 -1.249 -1.1064
H -0.866 -3.473 -3.066 0.6261
H -0.539 -4.986 -2.176 0.3122
H 0.058 -4.845 0.686 0.4251
H -1.320 -3.656 0.829 0.3670
H -1.893 -4.032 -1.485 0.3440
H 0.342 -3.192 1.471 0.3357
Cl 1.313 -0.525 -4.360 -0.3924
N 0.332 0.387 3.494 -0.3373
C -0.140 -0.679 2.906 0.5624
N -1.539 -0.780 2.929 -0.5260
O 0.599 -1.476 2.395 -0.5763
H -0.242 0.666 4.281 0.2054
H 1.242 0.689 3.463 0.1508
H -1.848 -1.234 2.047 0.2099
H -2.035 0.043 3.282 0.2676
```

Calculated values
charge = +2
frontier orbital gap (spin up / spin down) = 5.651 / 5.074 eV
electronic energy = -86529.3139 eV
HOMO level (spin up / spin down) = -14.62 / -13.92 eV

=====

# 3
This record from OMol25 describes a molecular structure, C8H25MnNP2 at a distorted geometry. The level of theory is the ωB97M-V functional and the def2-TZVPD basis.

Structure (XYZ):
```
37
Properties=species:S:1:pos:R:3:mulliken_spin:R:1
Mn -0.203 -0.016 -0.263 3.8067
H -1.819 -0.442 -0.674 -0.0122
H -1.846 0.409 -0.641 -0.0310
P -0.045 -2.206 -0.634 -0.0380
P -0.049 2.189 -0.579 -0.0268
C 0.266 3.100 0.982 0.0011
H 0.471 4.158 0.778 0.0034
H -0.600 3.022 1.650 -0.0012
H 1.139 2.665 1.485 0.0009
C 1.417 2.715 -1.566 0.0121
H 1.338 2.308 -2.581 -0.0030
H 1.468 3.811 -1.618 0.0002
H 2.331 2.335 -1.092 0.0019
C -1.372 3.169 -1.390 0.0087
H -2.304 3.099 -0.817 0.0042
H -1.082 4.226 -1.474 -0.0002
H -1.556 2.782 -2.400 0.0010
C 1.516 -2.691 -1.479 0.0090
H 1.544 -3.783 -1.583 0.0009
H 1.550 -2.225 -2.472 -0.0025
H 2.374 -2.350 -0.884 0.0024
C 0.086 -3.172 0.915 0.0067
H -0.855 -3.118 1.474 -0.0004
H 0.317 -4.217 0.674 0.0030
H 0.893 -2.757 1.533 -0.0004
C -1.285 -3.111 -1.633 0.0096
H -1.340 -2.675 -2.639 0.0014
H -0.991 -4.167 -1.719 -0.0001
H -2.274 -3.038 -1.164 0.0035
H 0.355 0.017 -1.981 0.0670
H 1.072 0.010 -1.542 0.0740
C -0.041 -0.005 4.374 -0.0004
C -0.188 -0.014 2.944 0.0991
N -0.277 -0.019 1.783 -0.0117
H -0.886 0.519 4.839 0.0038
H 0.896 0.507 4.640 0.0036
H -0.021 -1.036 4.756 0.0035
```

Calculated values
charge = +1
frontier orbital gap (spin up / spin down) = 7.092 / 7.075 eV
electronic energy = -60080.8039 eV
HOMO level (spin up / spin down) = -9.44 / -10.46 eV
spin multiplicity = 5

=====

# 4
This record from OMol25 describes a molecular structure, C8H25O5V at a distorted geometry. The level of theory is the ωB97M-V functional and the def2-TZVPD basis.

Structure (XYZ):
```
39
Properties=species:S:1:pos:R:3:mulliken_spin:R:1
V -0.180 25.635 -22.666 2.7345
O -1.645 26.019 -23.222 -0.0603
H -2.570 25.905 -22.930 0.0646
C -4.335 26.489 -25.861 0.0025
C -3.260 27.033 -24.957 -0.0015
O -1.984 26.647 -25.423 -0.0003
H -4.480 27.148 -26.717 -0.0002
H -5.203 26.160 -25.289 0.0001
H -3.980 25.620 -26.415 -0.0002
H -3.608 26.842 -23.942 0.0032
H -3.184 28.121 -24.948 0.0005
H -1.606 26.274 -24.624 0.0284
C -0.866 28.927 -24.075 -0.0011
C 0.027 27.687 -24.173 -0.0185
O 0.480 27.356 -22.879 0.0463
H -0.289 29.804 -24.367 0.0002
H -1.293 29.044 -23.079 0.0009
H -1.762 28.756 -24.673 0.0021
H 0.819 28.018 -24.845 -0.0223
H -0.298 26.844 -24.783 0.0263
H 1.283 27.850 -22.700 -0.0055
C -3.677 28.872 -22.995 -0.0055
C -3.886 27.889 -21.836 0.0039
O -2.584 27.670 -21.368 -0.0057
H -4.590 29.120 -23.536 0.0000
H -2.897 28.542 -23.682 0.0014
H -3.326 29.847 -22.658 0.0002
H -4.411 26.962 -22.063 0.0007
H -4.337 28.511 -21.063 -0.0001
H -2.152 27.022 -21.930 -0.0488
C -0.448 22.139 -23.817 0.0236
C -1.175 23.378 -23.138 0.0393
O -0.304 24.064 -22.289 0.2134
H -0.391 21.328 -23.090 0.0023
H 0.541 22.304 -24.243 -0.0087
H -0.929 21.731 -24.706 0.0030
H -2.057 23.060 -22.583 0.0028
H -1.620 24.017 -23.901 -0.0217
H -0.260 23.532 -21.492 0.0003
```

Calculated values
charge = +1
frontier orbital gap (spin up / spin down) = 8.262 / 8.418 eV
electronic energy = -44611.1012 eV
HOMO level (spin up / spin down) = -11.56 / -12.52 eV
spin multiplicity = 4

=====

# 5
This record from OMol25 describes 15 unconnected molecules or ions with the total composition C8H26B2O29 at a distorted geometry. The level of theory is the ωB97M-V functional and the def2-TZVPD basis.

Structure (XYZ):
```
65
Properties=species:S:1:pos:R:3:mulliken_charge:R:1
O 3.867 2.163 -15.758 -0.6248
C 3.926 1.050 -16.201 0.3121
O 3.463 0.683 -17.377 -0.5284
B 3.636 -0.768 -17.561 0.9918
O 4.494 -1.149 -16.399 0.2819
C 4.518 -0.176 -15.501 0.6149
O 5.068 -0.224 -14.437 -0.7444
O 4.251 -1.060 -18.868 -0.5430
C 3.510 -1.884 -19.577 0.6779
O 3.797 -2.267 -20.682 -0.6881
C 2.267 -2.203 -18.721 0.6445
O 2.382 -1.528 -17.576 -0.5543
O 1.352 -2.889 -19.061 -0.6340
O 10.595 -2.174 -17.603 -0.7669
C 9.492 -2.393 -17.191 0.2987
O 8.750 -3.472 -17.365 -0.4729
B 7.445 -3.275 -16.646 1.1120
O 7.664 -2.072 -15.839 -0.1166
C 8.704 -1.407 -16.260 0.9634
O 9.080 -0.331 -15.903 -0.7630
O 6.257 -3.204 -17.522 -0.2806
C 5.343 -4.090 -17.201 1.1051
O 4.344 -4.373 -17.791 -0.7182
C 5.958 -4.891 -16.007 0.1011
O 7.167 -4.401 -15.762 -0.5859
O 5.439 -5.817 -15.486 -0.5450
O 4.357 -5.321 -20.341 -0.6336
H 4.594 -4.555 -19.805 0.2826
H 4.242 -4.969 -21.229 0.2911
O 11.562 -0.010 -14.476 -0.7356
H 12.093 -0.788 -14.263 0.3066
H 11.034 -0.283 -15.245 0.3233
O 8.703 -6.568 -17.347 -0.6643
H 8.657 -5.746 -17.856 0.2572
H 9.028 -7.222 -17.973 0.2679
O 8.089 -1.538 -12.702 -0.5695
H 8.821 -2.083 -13.009 0.2690
H 7.308 -2.095 -12.805 0.2573
O 3.629 -3.385 -14.563 -0.6642
H 3.535 -2.821 -13.789 0.2998
H 4.123 -2.843 -15.192 0.2509
O 8.082 -5.014 -20.157 -0.5938
H 8.019 -5.163 -21.105 0.2652
H 7.755 -4.115 -20.028 0.2848
O 11.564 0.061 -19.293 -0.6291
H 10.717 -0.376 -19.151 0.3179
H 12.026 -0.508 -19.916 0.2883
O 5.102 -9.274 -14.484 -0.6476
H 5.513 -8.404 -14.578 0.3547
H 4.890 -9.340 -13.549 0.2927
O 9.629 -6.018 -14.533 -0.6992
H 9.239 -5.982 -15.420 0.3464
H 8.926 -5.705 -13.956 0.3248
O 12.143 -3.037 -15.326 -0.5766
H 11.806 -3.015 -16.237 0.3275
H 12.684 -3.830 -15.282 0.2632
O 2.464 -6.108 -16.413 -0.7026
H 2.116 -5.376 -15.895 0.3072
H 3.166 -5.702 -16.950 0.3350
O 9.907 0.885 -12.574 -0.5952
H 10.533 1.364 -12.022 0.2409
H 10.437 0.569 -13.352 0.4431
O 7.560 0.898 -13.855 -0.5368
H 6.944 0.376 -14.395 0.2453
H 7.868 1.597 -14.439 0.2685
```

Calculated values
charge = -2
frontier orbital gap = 8.773 eV
electronic energy = -69463.7612 eV
HOMO level = -4.89 eV